Entry from OMol25: C3N2O in the gas phase in a non-equilibrium geometry (ωB97M-V with the def2-TZVPD basis set).

Geometry (Å):
N 0.47 0.40 2.04
C 0.08 -0.26 1.19
C -0.29 -0.63 -0.17
O -0.78 -1.68 -0.49
C 0.09 0.61 -0.99
N 0.43 1.57 -1.57

Calculated values
frontier orbital gap = 10.8 eV
energy above the lowest of the compared OMol25 structures with the same formula, charge and spin = 53.18 kJ/mol
HOMO = -12.874 eV
energy = -298.996399 a.u.


Entry from OMol25: C3H7NO2 in the gas phase (ωB97M-V with the def2-TZVPD basis set).

Geometry (Å):
C 0.46 -1.79 0.69
O -0.06 -0.48 0.72
C -0.76 -0.11 -0.45
C -0.01 0.88 -1.34
N 1.12 1.38 -0.79
O -0.44 1.18 -2.43
H 1.23 -1.91 -0.08
H -0.34 -2.53 0.50
H 0.89 -1.99 1.68
H -1.70 0.36 -0.15
H -1.01 -0.97 -1.07
H 1.59 2.14 -1.25
H 1.36 1.13 0.16

Calculated values
frontier orbital gap = 10.4 eV
energy above the lowest of the compared OMol25 structures with the same formula, charge and spin = 95.12 kJ/mol
HOMO = -9.574 eV
energy = -323.744736 a.u.


Entry from OMol25: a molecular structure, C41H37AgCl3GeN5O2S2 (ωB97M-V with the def2-TZVPD basis set).

Geometry (Å):
Ag -0.63 0.99 1.99
C -2.17 4.13 -1.46
O -2.45 4.63 -0.13
C -2.08 3.66 0.71
N -1.52 2.62 0.24
C -1.37 2.83 -1.20
C -1.85 1.66 -2.04
C -1.65 1.70 -3.41
C -2.13 0.69 -4.23
C -2.80 -0.39 -3.66
C -3.00 -0.44 -2.29
C -2.53 0.59 -1.48
C -2.30 3.89 2.15
C -2.85 5.06 2.66
C -2.96 5.17 4.04
C -2.51 4.14 4.85
C -1.98 3.02 4.24
N -1.89 2.89 2.92
C -1.41 1.88 4.98
N -0.73 0.96 4.43
C -0.30 0.04 5.50
C -1.04 0.58 6.75
O -1.62 1.84 6.30
C -0.60 -1.41 5.18
C -1.61 -1.76 4.29
C -1.86 -3.10 4.02
C -1.12 -4.09 4.64
C -0.12 -3.74 5.54
C 0.14 -2.40 5.80
H -1.61 4.89 -2.00
H -3.12 3.94 -1.97
H -0.31 2.99 -1.40
H -1.11 2.54 -3.86
H -1.97 0.73 -5.30
H -3.19 -1.18 -4.30
H -3.53 -1.27 -1.85
H -2.68 0.55 -0.41
H -3.17 5.85 2.00
H -3.38 6.07 4.48
H -2.57 4.20 5.93
H 0.78 0.15 5.61
H -0.38 0.79 7.59
H -1.85 -0.07 7.07
H -2.18 -0.99 3.79
H -2.64 -3.37 3.31
H -1.32 -5.13 4.43
H 0.47 -4.51 6.03
H 0.94 -2.13 6.48
S 1.78 1.36 0.47
C 1.50 0.13 -0.76
N 2.27 0.16 -1.88
C 2.20 -0.99 -2.77
C 0.76 -1.41 -2.91
N 0.21 -1.70 -1.59
C -0.68 -2.85 -1.51
C 0.09 -4.14 -1.65
C -0.18 -5.02 -2.69
C 0.55 -6.20 -2.81
C 1.55 -6.49 -1.90
C 1.83 -5.61 -0.87
C 1.10 -4.44 -0.74
C 0.53 -0.92 -0.55
S -0.07 -1.28 1.02
C 3.37 1.10 -2.14
C 3.29 1.69 -3.53
C 4.28 1.46 -4.46
C 4.19 2.00 -5.74
C 3.09 2.77 -6.09
C 2.08 3.00 -5.15
C 2.19 2.46 -3.88
H 2.79 -1.81 -2.37
H 2.60 -0.70 -3.74
H 0.70 -2.32 -3.50
H 0.17 -0.63 -3.40
H -1.42 -2.75 -2.31
H -1.20 -2.81 -0.56
H -0.97 -4.80 -3.40
H 0.33 -6.89 -3.62
H 2.13 -7.41 -2.00
H 2.61 -5.84 -0.15
H 1.30 -3.75 0.08
H 4.32 0.57 -2.01
H 3.34 1.88 -1.39
H 5.14 0.86 -4.20
H 4.97 1.82 -6.46
H 3.01 3.19 -7.08
H 1.23 3.61 -5.42
H 1.40 2.64 -3.15
Cl 2.45 -1.34 3.39
Ge 2.93 0.25 2.05
Cl 4.66 -0.49 1.03
Cl 3.32 1.92 3.33

Calculated values
multiplicity = 2
frontier orbital gap (spin up / spin down) = 6.9 / 7.0 eV
total charge = +1
energy above the lowest of the compared OMol25 structures with the same formula, charge and spin = 0.00 kJ/mol
HOMO (spin up / spin down) = -9.582 / -10.509 eV
energy = -6409.673388 a.u.


Entry from OMol25: a gas-phase ion, C5H11BrN (charge +1) in a non-equilibrium geometry (ωB97M-V with the def2-TZVPD basis set).

Geometry (Å):
C -1.78 -0.28 0.87
C -0.91 -1.07 -0.13
C -1.56 1.18 0.53
C -0.09 -0.12 -0.98
C 3.41 -0.73 -0.16
N -0.93 1.17 -0.84
Br 1.90 0.52 0.25
H -2.70 -0.75 0.89
H -1.27 -0.39 1.86
H -0.20 -1.67 0.37
H -1.30 -1.70 -0.87
H -2.46 1.81 0.43
H -0.82 1.62 1.12
H 3.26 -1.71 0.42
H 4.23 -0.08 -0.06
H 3.12 -0.90 -1.16
H -1.58 1.14 -1.63
H -0.34 1.94 -0.94

Calculated values
frontier orbital gap = 8.7 eV
total charge = +1
energy above the lowest of the compared OMol25 structures with the same formula, charge and spin = 426.65 kJ/mol
HOMO = -12.768 eV
energy = -2825.474644 a.u.


Entry from OMol25: a molecular structure, C4H6AgO5 in a non-equilibrium geometry (ωB97M-V with the def2-TZVPD basis set).

Geometry (Å):
H 2.03 1.13 0.34
O 0.55 -0.20 -0.27
O 2.48 -0.65 -2.12
C 1.44 0.85 -0.55
C 2.40 0.45 -1.63
H 0.92 1.76 -0.89
H 3.06 1.29 -1.96
O 0.31 0.29 2.00
C -0.26 0.00 0.82
O -0.93 -1.23 1.08
Ag -0.53 -1.17 3.07
O -1.25 0.89 0.58
C -2.31 -0.77 0.06
H -2.46 -0.22 -0.88
H -2.31 -1.76 -0.42
H -3.15 -0.66 0.75

Calculated values
multiplicity = 3
frontier orbital gap (spin up / spin down) = 7.4 / 4.8 eV
total charge = +1
HOMO (spin up / spin down) = -13.160 / -13.137 eV
energy = -678.607398 a.u.


Entry from OMol25: 2 unconnected molecules or ions with the total composition C4H11NO in a non-equilibrium geometry (ωB97M-V with the def2-TZVPD basis set).

Geometry (Å):
C -1.25 -2.21 0.59
C -0.69 -1.17 1.20
N -0.33 0.03 0.62
C 0.49 1.06 1.20
C 1.66 0.58 2.08
H -1.58 -3.12 1.06
H -1.69 -2.14 -0.41
H -0.69 -1.15 2.29
H 0.02 -0.26 -0.28
H 0.79 1.81 0.46
H -0.15 1.75 1.77
H 2.32 1.44 2.20
H 1.41 0.25 3.09
H 2.16 -0.20 1.51
O -0.49 1.08 -5.97
H -1.33 1.24 -6.37
H -0.65 1.02 -5.03

Calculated values
frontier orbital gap = 8.8 eV
energy above the lowest of the compared OMol25 structures with the same formula, charge and spin = 190.37 kJ/mol
HOMO = -8.070 eV
energy = -288.944506 a.u.